ORCA calculation (wB97M-V/def2-TZVPD) on 15 unconnected molecules or ions with the total composition C58H138B5F26N10O8S2 in a non-equilibrium geometry.

Last column: Löwdin charge in e.
Geometry (Å):
C -5.167370 -0.448121 0.946264  -0.03
C -5.948160 -0.724481 2.235814  -0.26
C -5.392100 -1.961021 3.001534  -0.15
O -6.157300 -2.057641 4.241254  -0.19
C -6.087550 -3.262041 5.019874  -0.07
N -5.805930 0.435809 3.188894  0.23
H -4.895550 0.574899 3.603564  0.10
H -6.109040 1.264109 2.696804  0.05
H -6.404460 0.274879 3.986374  0.15
H -5.581970 0.410039 0.417324  0.07
H -5.209230 -1.292621 0.258394  0.07
H -4.093080 -0.359761 1.108114  0.06
H -7.022220 -0.820541 2.076904  0.15
H -4.305300 -1.903671 3.062094  0.11
H -5.613080 -2.862631 2.430224  0.11
H -6.547490 -4.009971 4.373984  0.08
H -6.544580 -3.203651 6.007704  0.10
H -5.065710 -3.580651 5.225874  0.07
C -1.275140 6.465879 -2.330016  -0.01
C 0.060130 6.499409 -3.067836  -0.31
C 0.149120 7.475009 -4.269496  -0.17
O 1.414560 7.299629 -4.858036  -0.19
C 1.571500 7.739449 -6.219736  -0.06
N 1.083770 6.817529 -2.071636  0.22
H 1.991250 6.980169 -2.484116  0.16
H 1.031170 7.719269 -1.619746  0.18
H 1.261960 6.116479 -1.366756  0.12
H -1.461360 7.499529 -2.038496  0.10
H -1.315010 5.733179 -1.523996  0.09
H -2.016260 6.152749 -3.065416  0.09
H 0.367070 5.499749 -3.375346  0.15
H -0.048550 8.460989 -3.848956  0.13
H -0.648030 7.260459 -4.981276  0.14
H 1.301160 8.769439 -6.452416  0.10
H 0.969000 7.052699 -6.814266  0.09
H 2.588210 7.513369 -6.541106  0.09
C -1.870590 1.404609 -0.729476  -0.02
C -0.582610 2.109129 -0.421376  -0.26
C -0.029050 1.807899 0.972214  -0.15
O 0.335600 0.410169 1.041794  -0.19
C 0.800230 0.084049 2.373994  -0.06
N 0.458900 1.673819 -1.454126  0.27
H 0.657960 0.684129 -1.485496  0.11
H 0.188420 2.020269 -2.363466  0.14
H 1.306680 2.159199 -1.197626  0.11
H -1.675450 0.412269 -1.136046  0.07
H -2.330380 1.995439 -1.521686  0.06
H -2.658250 1.306979 0.017624  0.08
H -0.631860 3.192639 -0.529446  0.14
H -0.801290 2.130339 1.670624  0.14
H 0.829510 2.442769 1.191084  0.12
H 0.044240 0.401999 3.091974  0.09
H 1.736740 0.640609 2.409954  0.08
H 0.960990 -0.992791 2.425654  0.05
C -0.690060 -6.646981 5.263464  -0.01
C -1.950060 -6.170621 4.549294  -0.31
C -1.864310 -4.922241 3.680464  -0.18
O -1.263510 -3.860171 4.448054  -0.17
C -0.908810 -2.758041 3.627174  -0.07
N -2.635890 -7.296841 3.820204  0.26
H -3.606660 -7.060941 3.671734  0.17
H -2.227070 -7.553941 2.933144  0.17
H -2.625140 -8.042371 4.501514  0.17
H 0.152530 -6.864201 4.606994  0.08
H -0.972700 -7.558391 5.790294  0.10
H -0.374890 -5.912831 6.004944  0.10
H -2.616800 -5.767191 5.311394  0.17
H -2.844800 -4.478821 3.506934  0.13
H -1.137440 -5.099721 2.887834  0.12
H -1.778540 -2.300311 3.155854  0.08
H -0.308030 -3.103191 2.785734  0.05
H -0.337470 -2.169641 4.345134  0.10
C 3.129670 -1.781171 1.210054  -0.07
C 2.831710 -3.095001 2.037564  -0.18
C 3.946960 -3.348151 3.135804  -0.08
N 3.774370 -4.679611 3.951414  -0.21
C 3.881720 -5.964851 3.077104  0.05
C 2.338330 -4.592071 4.565154  -0.07
C 2.499310 -5.317471 5.962134  -0.10
C 4.072810 -5.356141 6.250084  -0.11
C 4.758110 -4.573731 5.141884  -0.09
H 3.979280 -1.875561 0.533784  0.07
H 3.282760 -0.923571 1.865194  0.05
H 2.273120 -1.549051 0.577164  0.05
H 2.724810 -3.964301 1.388734  0.09
H 1.858380 -3.014261 2.521524  0.07
H 3.942340 -2.525521 3.850894  0.10
H 4.963270 -3.425481 2.749474  0.13
H 3.202080 -5.966631 2.224934  0.09
H 3.815670 -6.857971 3.698454  0.11
H 4.910000 -5.974521 2.715664  0.10
H 1.595780 -5.044751 3.908044  0.10
H 2.108450 -3.539311 4.729344  0.11
H 2.108380 -6.334891 5.950504  0.08
H 1.936450 -4.860601 6.776114  0.12
H 4.358600 -6.403541 6.153354  0.10
H 4.411750 -5.002861 7.223954  0.13
H 5.729600 -4.930441 4.799744  0.14
H 4.831670 -3.533491 5.459044  0.10
C 6.256980 -0.731121 5.807624  -0.05
C 5.547010 -0.028521 4.623924  -0.23
C 6.199160 1.300229 4.340604  -0.13
N 5.493040 2.280539 3.367134  -0.23
C 5.488260 1.656879 1.956234  0.06
C 6.208580 3.653889 3.497884  -0.09
C 5.160420 4.677399 3.188994  -0.14
C 3.741380 4.097139 3.516824  -0.10
C 4.086770 2.673079 3.942314  -0.07
H 5.797030 -1.719001 5.832724  0.05
H 6.100300 -0.266101 6.780924  0.10
H 7.327600 -0.799851 5.614894  0.08
H 4.484690 0.155139 4.784664  0.10
H 5.621940 -0.751061 3.811264  0.09
H 7.193480 1.173109 3.912524  0.14
H 6.306270 1.866319 5.265894  0.13
H 6.529070 1.649619 1.632574  0.10
H 4.802100 2.284739 1.387834  0.10
H 5.054100 0.673289 2.135554  0.08
H 7.041260 3.666239 2.794604  0.14
H 6.506270 3.726129 4.543954  0.13
H 5.170420 5.145989 2.204904  0.11
H 5.393020 5.508399 3.854914  0.12
H 3.053430 3.983489 2.679024  0.10
H 3.222210 4.690629 4.269374  0.13
H 3.413790 1.880529 3.615094  0.12
H 4.204800 2.599419 5.023404  0.14
C 8.405470 3.204819 -5.615626  -0.07
C 7.185490 2.222989 -5.298016  -0.19
C 7.380410 1.394239 -3.970526  -0.09
N 6.543620 0.127569 -3.968996  -0.25
C 6.861490 -0.799041 -5.107166  0.03
C 5.034050 0.332789 -3.968416  -0.10
C 4.763030 1.036629 -2.627906  -0.13
C 5.683220 0.280509 -1.697216  -0.17
C 6.606430 -0.524811 -2.547596  -0.08
H 8.544470 3.930909 -4.814646  0.07
H 8.261390 3.668389 -6.591556  0.08
H 9.287580 2.566489 -5.665996  0.07
H 6.983850 1.678409 -6.220446  0.10
H 6.306180 2.859839 -5.201376  0.10
H 7.181950 2.009729 -3.093096  0.13
H 8.381290 0.990189 -3.818516  0.13
H 6.285210 -1.720971 -5.029316  0.11
H 7.942260 -0.939001 -5.085676  0.12
H 6.502630 -0.346741 -6.031686  0.10
H 4.495540 -0.612991 -4.028536  0.14
H 4.693430 0.898999 -4.835286  0.14
H 3.704580 0.889679 -2.412986  0.11
H 4.937710 2.105619 -2.749736  0.12
H 5.105860 -0.357931 -1.028516  0.11
H 6.164220 0.913859 -0.951816  0.11
H 6.339430 -1.579801 -2.609246  0.14
H 7.606980 -0.427171 -2.126336  0.13
C -5.193580 -1.054721 -6.287356  -0.10
C -4.743640 0.292689 -5.716766  -0.25
C -5.958070 1.157379 -5.329856  -0.07
N -5.586720 2.489419 -4.500306  -0.18
C -4.915820 1.993839 -3.165676  0.05
C -6.850430 3.320949 -4.289336  -0.11
C -7.065530 4.096859 -5.563716  -0.14
C -5.632470 4.309229 -6.171486  -0.11
C -4.718040 3.424639 -5.295666  -0.11
H -4.240980 -1.547851 -6.480936  0.08
H -5.743000 -0.840411 -7.204036  0.08
H -5.847480 -1.647411 -5.647646  0.07
H -4.124530 0.752599 -6.487016  0.12
H -4.150810 0.042659 -4.836916  0.10
H -6.537910 0.521309 -4.661046  0.12
H -6.462990 1.379639 -6.269946  0.14
H -3.866900 1.712049 -3.257696  0.07
H -5.505910 1.165299 -2.774016  0.10
H -4.916300 2.852459 -2.494206  0.10
H -6.743940 3.934189 -3.394516  0.14
H -7.705310 2.718749 -3.981686  0.13
H -7.540250 5.052189 -5.339946  0.12
H -7.679930 3.575639 -6.297846  0.11
H -5.394230 5.358799 -5.999016  0.11
H -5.553010 4.141299 -7.245546  0.12
H -4.126110 4.085539 -4.662476  0.13
H -4.027040 2.941169 -5.986226  0.12
C -2.376140 -6.266151 -5.202306  -0.10
C -1.778230 -6.076061 -3.827476  -0.23
C -2.243400 -4.731551 -3.175296  -0.08
N -1.796210 -4.588831 -1.708756  -0.23
C -2.383710 -5.639121 -0.746946  0.04
C -2.212470 -3.177131 -1.263556  -0.07
C -1.178730 -2.767731 -0.194266  -0.15
C -0.011400 -3.666351 -0.281356  -0.14
C -0.268470 -4.529161 -1.586546  -0.06
H -3.462250 -6.333751 -5.140006  0.08
H -1.964890 -7.093861 -5.780126  0.09
H -2.203850 -5.401401 -5.843096  0.08
H -0.692250 -6.097831 -3.918376  0.11
H -2.112320 -6.973311 -3.306466  0.10
H -3.318890 -4.818691 -3.020936  0.14
H -1.870220 -3.880051 -3.744326  0.15
H -3.465270 -5.508601 -0.783046  0.10
H -2.099300 -5.503101 0.296464  0.09
H -2.206450 -6.664231 -1.072286  0.10
H -3.208510 -3.189251 -0.821006  0.12
H -2.302290 -2.483161 -2.099276  0.14
H -1.555550 -2.622451 0.818154  0.10
H -0.939140 -1.733791 -0.442586  0.10
H 0.023630 -4.397611 0.526194  0.09
H 0.981630 -3.219721 -0.331586  0.11
H 0.210340 -5.507911 -1.556726  0.13
H 0.122560 -4.041491 -2.479496  0.12
B -1.446830 3.049899 -4.518766  -1.44
F -1.814840 3.634969 -3.324676  0.13
F -0.129310 2.830149 -4.558956  0.18
F -2.040600 1.821759 -4.794026  0.12
F -1.801410 3.855629 -5.598626  0.11
B 1.236980 -1.117961 -3.141486  -1.47
F 0.027190 -0.653121 -2.689546  0.13
F 2.078730 -1.214821 -2.093236  0.17
F 0.979760 -2.282491 -3.789766  0.16
F 1.628530 -0.169451 -4.071046  0.14
B 2.230740 -1.018401 6.080114  -1.57
F 1.076770 -1.536071 6.635134  0.13
F 2.547560 0.165979 6.587314  0.21
F 3.185940 -1.951541 6.321124  0.16
F 1.956410 -0.893621 4.793574  0.19
B -2.578610 0.630949 4.277914  -1.34
F -2.756680 0.069339 2.953764  0.04
F -2.259410 1.962989 4.032994  0.12
F -3.763510 0.477239 4.937084  0.16
F -1.535640 0.058809 4.925414  0.18
B 2.767860 4.224099 -0.636626  -1.51
F 1.486820 4.453139 -0.246326  0.17
F 2.971170 4.671759 -1.880126  0.20
F 3.745010 4.744179 0.250634  0.10
F 2.920470 2.928059 -0.567096  0.20
C -9.093930 1.832149 0.555104  -0.70
F -8.987260 0.532639 0.781064  0.13
F -8.349470 2.228509 -0.469146  0.12
F -10.337760 2.144289 0.426924  0.21
S -8.324450 2.710239 2.116274  0.74
O -9.009360 3.984709 2.208114  -0.27
O -8.716590 1.815049 3.256354  -0.33
N -6.620550 2.632629 1.707454  -0.33
S -6.308920 4.106219 1.533514  0.51
O -6.858340 4.755569 0.362714  -0.30
O -6.492080 4.901709 2.731914  -0.28
C -4.390060 3.996329 1.279694  -0.69
F -4.100600 3.464739 0.132444  0.14
F -3.868210 5.207169 1.271334  0.15
F -3.793790 3.370949 2.302234  0.13

Cartesian forces (eV/Å) of the 2 atoms listed first:
-0.05 -0.46 -0.09
1.29 -0.41 1.02

Computed properties:
HOMO energy: -0.4720 Ha
total energy: -6959.3990 hartree
charge: +3
HOMO-LUMO gap: 6.0 eV
maximum force: 6.53 eV Å⁻¹

ORCA calculation (wB97M-V/def2-TZVPD) on a molecular structure, C29H49AsF5N5OSSi3Sn.

Last column: Löwdin charge in e.
Geometry (Å):
Sn -0.470569 -0.607675 0.947247  1.03
F 6.480826 -2.336839 0.722527  0.17
C 5.278673 -1.885024 0.432032  -0.12
C 4.435625 -1.452374 1.445395  -0.15
F 4.822242 -1.495147 2.713614  0.15
C 3.181476 -0.977310 1.121389  -0.26
F 2.367670 -0.585054 2.127244  0.01
C 2.717062 -0.921941 -0.180163  -0.47
S 1.168760 -0.230599 -0.691731  0.70
C 3.580005 -1.360768 -1.180591  -0.23
F 3.193333 -1.321026 -2.448084  0.11
C 4.848598 -1.836066 -0.886648  -0.13
F 5.646566 -2.241093 -1.854591  0.17
C -2.815217 -1.967433 -1.302809  -0.04
O -2.182823 -1.828521 -0.015123  -0.42
Si -2.873953 -2.165823 1.509529  0.35
C -3.595474 -3.866881 1.647525  -0.13
C -4.204350 -0.911400 1.826146  -0.13
C -1.229516 -1.872961 2.432505  -0.54
Si -1.433967 -1.014283 4.139745  0.42
C -2.224946 0.693782 3.938906  -0.18
C -2.591212 -2.033623 5.202089  -0.16
C 0.209808 -0.838190 5.006962  -0.16
Si -0.226178 -3.555777 2.402622  0.43
C -0.196628 -4.241730 0.656287  -0.16
C -1.071948 -4.728696 3.596250  -0.15
C 1.571711 -3.381048 2.867052  -0.15
H -3.250336 -2.962628 -1.385542  0.10
H -2.051014 -1.847332 -2.067434  0.10
H -3.585766 -1.206992 -1.426879  0.09
H -4.371122 -4.010110 0.890324  0.06
H -4.090177 -3.968538 2.616351  0.06
H -2.878311 -4.676893 1.555020  0.02
H -5.110088 -1.226628 1.300381  0.06
H -3.949204 0.088772 1.476092  0.03
H -4.463944 -0.849908 2.883202  0.04
H -3.252342 0.683019 4.302353  0.05
H -2.282481 1.046827 2.904037  0.00
H -1.688801 1.430358 4.544595  0.04
H -3.424794 -2.469961 4.648607  0.03
H -3.023071 -1.391789 5.973917  0.05
H -2.068609 -2.842902 5.711407  0.04
H 0.930132 -0.231954 4.450195  0.01
H 0.671808 -1.804905 5.202918  0.03
H 0.042475 -0.359245 5.975250  0.05
H -1.175082 -4.486223 0.248528  0.03
H 0.390783 -5.163610 0.681156  0.06
H 0.299097 -3.577734 -0.059692  0.03
H -2.036776 -4.371221 3.940753  0.01
H -0.448387 -4.909898 4.473988  0.05
H -1.240005 -5.698388 3.121662  0.05
H 2.148537 -2.924725 2.061802  0.02
H 1.958926 -4.398014 2.976817  0.06
H 1.763116 -2.849635 3.796600  0.03
N 3.113615 4.006034 3.203334  0.21
C 1.712661 3.546571 2.861169  -0.11
C 1.697806 2.053495 2.531699  -0.24
N 0.359875 1.595460 2.174126  -0.01
H 3.139436 5.010417 3.395516  0.18
H 3.764792 3.826547 2.435211  0.18
H 3.476686 3.527120 4.030813  0.18
H 1.388670 4.153927 2.017318  0.14
H 1.092356 3.782829 3.724511  0.14
H 2.065169 1.473982 3.380773  0.11
H 2.361462 1.856430 1.686050  0.12
H 0.023193 2.066526 1.338390  0.06
H -0.308413 1.779002 2.919226  0.06
N -3.231566 3.041348 -3.382235  0.18
C -3.192409 2.444788 -2.397830  -0.31
N -3.223658 1.750597 -1.271417  0.16
C -2.353328 1.368112 -0.500745  -0.29
N -1.603523 0.981308 0.346018  -0.01
C 2.432261 2.138216 -4.280684  -0.33
As 0.653891 2.254298 -3.472498  1.07
C 0.412444 4.183481 -3.683998  -0.34
C -0.443895 1.597843 -4.986849  -0.36
C -0.201264 2.270814 -6.298375  -0.33
C -0.926369 3.409385 -6.648228  -0.07
C -0.689963 4.055817 -7.851777  -0.07
C 0.272130 3.572038 -8.727445  -0.08
C 0.991562 2.433018 -8.393735  -0.08
C 0.754376 1.787350 -7.189870  -0.07
H 2.455124 2.660178 -5.236250  0.02
H 2.710676 1.095908 -4.435901  0.01
H 3.156440 2.594782 -3.605169  0.01
H 0.587154 4.484980 -4.716064  0.02
H 1.130383 4.692906 -3.039538  0.01
H -0.595933 4.473030 -3.395311  0.01
H -1.481855 1.727613 -4.674521  0.03
H -0.240661 0.526649 -5.052710  0.07
H -1.689111 3.783745 -5.974281  0.11
H -1.267158 4.934040 -8.110322  0.11
H 0.453621 4.073701 -9.668387  0.11
H 1.731430 2.039136 -9.078414  0.11
H 1.311754 0.890337 -6.943331  0.11

Cartesian forces (eV/Å) of the 2 atoms listed first:
0.02 0.24 0.03
0.06 -0.02 0.02

Computed properties:
HOMO energy: -0.4237 Ha
total energy: -5699.0730 hartree
charge: +2
HOMO-LUMO gap: 5.6 eV
maximum force: 0.44 eV Å⁻¹